Here is 2 unconnected molecules or ions with the total composition C21H17BCl4NO5 from the OMol25 dataset. Energies are from wB97M-V/def2-TZVPD.

Computed properties:
HOMO: -0.20612 Eh
energy: -3107.27941 hartree
LUMO: 2.37 eV
net charge: -1
gap between HOMO and LUMO: 8.0 eV

Last column: Löwdin charge in e.
CARTESIAN COORDINATES (ANGSTROEM)
Cl: 2.378 1.739 1.732  0.4916
B: 2.157 -0.116 1.712  -1.8594
Cl: 1.213 -0.659 0.214  0.5289
Cl: 3.799 -1.015 1.749  0.4866
O: 1.455 -0.480 2.983  -0.1374
C: 0.236 -0.530 3.436  -0.0927
C: -0.915 -0.283 2.523  -0.2066
C: -1.705 -1.397 2.213  -0.0276
C: -2.780 -1.276 1.338  -0.0984
C: -3.093 -0.019 0.803  -0.6861
Cl: -4.392 0.121 -0.304  0.6681
C: -2.320 1.103 1.133  -0.0796
C: -1.226 0.971 1.992  -0.0190
H: 0.058 -1.245 4.238  0.1603
H: -1.425 -2.360 2.643  0.1258
H: -3.366 -2.148 1.065  0.1019
H: -2.567 2.067 0.701  0.1056
H: -0.592 1.823 2.232  0.1131
C: -1.174 -0.960 8.043  0.0139
C: -0.876 0.528 8.001  -0.5140
C: -1.904 1.345 8.783  0.0101
O: 0.405 0.840 8.566  0.0660
C: 1.494 0.423 7.837  -0.4327
O: 2.577 0.419 8.400  0.0612
C: 1.277 0.095 6.427  -0.0925
C: 2.486 -0.369 5.733  -0.0819
C: 2.718 -1.862 5.940  -0.1573
C: 2.662 -2.755 4.865  -0.0173
C: 2.636 -4.127 5.099  -0.0249
C: 2.783 -4.620 6.403  -0.2540
C: 2.731 -6.036 6.664  -0.1923
N: 2.683 -7.183 6.899  0.1206
C: 2.970 -3.725 7.465  -0.0271
C: 2.935 -2.354 7.231  -0.0111
C: 0.151 0.696 5.839  -0.3956
O: 0.051 0.989 4.621  0.0570
O: -0.902 1.025 6.622  0.0821
H: -0.428 -1.547 7.492  0.0883
H: -1.184 -1.275 9.094  0.0981
H: -2.169 -1.140 7.618  0.0960
H: -1.661 2.408 8.723  0.0939
H: -2.902 1.176 8.376  0.0898
H: -1.883 1.033 9.830  0.0917
H: 2.440 -0.123 4.674  0.1050
H: 3.322 0.172 6.204  0.1377
H: 2.642 -2.366 3.845  0.0733
H: 2.511 -4.821 4.264  0.1184
H: 3.135 -4.101 8.477  0.1161
H: 3.075 -1.647 8.050  0.1071

Here is a molecular structure, C50H41N9O3S3Ti from the OMol25 dataset. Energies are from wB97M-V/def2-TZVPD.

Computed properties:
HOMO (spin up / spin down): -0.22767 / -0.28326 Eh
spin multiplicity: 3
energy: -4692.68369 hartree
LUMO (spin up / spin down): -0.53 / -0.87 eV
net charge: 0
gap between HOMO and LUMO (spin up / spin down): 5.7 / 6.8 eV

Last column: Mulliken spin population.
CARTESIAN COORDINATES (ANGSTROEM)
Ti: -0.042 -0.499 0.532  1.0056
O: 4.617 -5.554 0.306  0.0024
C: 3.930 -5.370 1.320  0.0032
O: 3.839 -5.994 2.383  0.0021
C: 3.035 -4.092 1.253  0.0256
C: 2.050 -3.857 2.205  -0.0194
C: 1.254 -2.727 2.095  0.0561
N: 1.436 -1.850 1.100  -0.0308
C: 2.468 -1.995 0.250  0.0686
C: 3.262 -3.129 0.273  -0.0123
C: 2.769 -0.744 -0.496  0.0271
C: 3.914 -0.575 -1.271  -0.0029
C: 4.261 0.712 -1.648  0.0100
C: 3.460 1.783 -1.255  -0.0020
C: 2.291 1.517 -0.556  0.0311
N: 1.944 0.284 -0.205  0.0009
C: 0.170 -2.337 3.018  0.0252
C: -0.096 -3.005 4.211  0.0005
C: -1.158 -2.577 4.986  0.0042
C: -1.923 -1.502 4.550  0.0039
C: -1.586 -0.883 3.359  0.0313
N: -0.559 -1.278 2.614  -0.0311
H: 1.956 -4.576 3.006  -0.0009
H: 4.075 -3.309 -0.417  -0.0003
H: 4.541 -1.420 -1.510  0.0014
H: 5.162 0.882 -2.221  0.0004
H: 3.712 2.803 -1.503  -0.0003
H: 1.601 2.304 -0.278  -0.0063
H: 0.518 -3.839 4.513  0.0013
H: -1.388 -3.077 5.915  0.0002
H: -2.772 -1.147 5.115  -0.0002
H: -2.160 -0.047 2.975  -0.0139
N: -3.824 -2.285 -1.158  0.0125
C: -2.840 -1.612 -0.456  0.0542
S: -1.587 -2.583 0.243  -0.0260
N: -2.946 -0.317 -0.431  -0.0175
N: -1.901 0.321 0.209  0.1358
C: -2.201 1.470 0.810  0.1103
C: -3.561 2.056 0.841  0.0243
C: -4.257 2.314 -0.342  0.0187
C: -5.529 2.854 -0.305  -0.0074
C: -6.136 3.133 0.912  0.0143
C: -5.459 2.875 2.091  -0.0086
C: -4.180 2.342 2.055  0.0232
C: -1.135 2.037 1.574  0.1013
C: -1.205 3.273 2.258  0.0411
C: -0.160 3.675 3.040  0.0750
C: 0.975 2.843 3.159  0.0803
C: 1.005 1.679 2.442  0.0712
N: 0.001 1.277 1.640  0.0450
H: -3.953 -3.250 -0.900  0.0000
H: -4.673 -1.753 -1.284  -0.0003
H: -3.788 2.085 -1.288  0.0047
H: -6.052 3.055 -1.230  -0.0005
H: -7.135 3.546 0.938  0.0011
H: -5.925 3.085 3.044  -0.0001
H: -3.660 2.138 2.983  0.0077
H: -2.084 3.890 2.147  0.0121
H: -0.204 4.620 3.562  0.0043
H: 1.811 3.113 3.786  0.0052
H: 1.864 1.012 2.478  0.0083
N: 1.306 0.945 -3.445  0.0000
C: 0.798 2.183 -3.220  0.0092
N: -0.129 2.412 -2.349  0.0168
C: -0.478 3.751 -2.365  0.0054
C: -1.431 4.336 -1.538  0.0111
C: -1.676 5.690 -1.652  0.0016
C: -0.982 6.475 -2.572  0.0000
C: -0.024 5.913 -3.398  0.0000
C: 0.217 4.552 -3.283  -0.0005
S: 1.349 3.558 -4.166  -0.0001
H: 1.067 0.268 -2.722  0.0023
H: 2.210 0.870 -3.878  0.0004
H: -1.961 3.729 -0.825  -0.0063
H: -2.420 6.148 -1.017  0.0003
H: -1.190 7.533 -2.642  0.0001
H: 0.518 6.518 -4.111  0.0000
O: 0.055 -0.778 -1.721  -0.0076
S: -0.708 -1.706 -2.667  -0.0114
C: 0.561 -2.134 -3.905  0.0030
C: 0.350 -3.503 -4.495  -0.0001
C: 0.109 -4.601 -3.676  -0.0004
C: -0.050 -5.860 -4.228  -0.0001
C: 0.030 -6.036 -5.600  0.0000
C: 0.277 -4.948 -6.422  0.0000
C: 0.433 -3.685 -5.871  0.0001
C: -1.912 -0.632 -3.545  0.0119
C: -1.675 -0.220 -4.962  -0.0008
C: -1.469 1.117 -5.284  -0.0001
C: -1.278 1.501 -6.602  0.0000
C: -1.294 0.554 -7.612  0.0001
C: -1.526 -0.779 -7.304  -0.0001
C: -1.726 -1.161 -5.987  -0.0005
H: 1.467 -2.104 -3.292  -0.0023
H: 0.624 -1.364 -4.670  0.0000
H: 0.048 -4.475 -2.607  0.0008
H: -0.228 -6.708 -3.582  0.0000
H: -0.093 -7.021 -6.028  0.0000
H: 0.350 -5.081 -7.492  0.0000
H: 0.627 -2.835 -6.511  0.0000
H: -1.993 0.214 -2.860  -0.0043
H: -2.833 -1.211 -3.459  0.0004
H: -1.475 1.858 -4.500  -0.0001
H: -1.120 2.545 -6.837  0.0000
H: -1.138 0.853 -8.639  0.0000
H: -1.565 -1.520 -8.089  0.0000
H: -1.926 -2.198 -5.756  0.0003

Here is C8H6N2S2 in the gas phase from the OMol25 dataset. Energies are from wB97M-V/def2-TZVPD.

Computed properties:
HOMO (spin up / spin down): -0.30549 / -0.30570 Eh
energy: -1214.14472 hartree
LUMO (spin up / spin down): -1.74 / -1.74 eV
net charge: 0
gap between HOMO and LUMO (spin up / spin down): 6.6 / 6.6 eV

Last column: Löwdin charge in e.
CARTESIAN COORDINATES (ANGSTROEM)
C: -2.161 -1.108 -0.882  -0.2635
C: -1.481 1.212 1.452  -0.3478
C: 1.330 -0.982 -0.623  -0.1251
C: 0.104 -1.536 -0.535  -0.0465
C: 1.821 0.314 -0.209  -0.7671
C: 2.540 0.503 0.882  0.0194
C: -1.106 -0.880 0.112  -0.3364
C: -1.063 0.594 0.319  -0.5879
N: -3.020 -1.116 -1.661  0.1690
N: -1.867 1.761 2.342  0.1612
S: 1.519 1.717 -1.251  0.6307
S: -0.878 1.448 -1.181  0.8999
H: 2.056 -1.697 -1.019  0.1234
H: -0.231 -2.463 -0.812  0.0862
H: 2.692 -0.474 1.506  0.1245
H: 2.877 1.455 1.235  0.0596
H: -1.592 -1.326 1.050  0.1879
H: -1.541 2.578 -0.724  0.0123

Here is 2 unconnected molecules or ions with the total composition C3H3Cl3O from the OMol25 dataset. Energies are from wB97M-V/def2-TZVPD.

Computed properties:
HOMO: -0.33824 Eh
energy: -1571.85230 hartree
LUMO: 0.47 eV
net charge: 0
gap between HOMO and LUMO: 9.7 eV

Last column: Löwdin charge in e.
CARTESIAN COORDINATES (ANGSTROEM)
C: 0.921 -0.010 -0.336  -0.2921
C: 0.707 1.189 0.501  -0.0208
C: -0.922 -1.072 -0.249  -1.6317
O: 1.785 -0.458 -1.002  0.1398
Cl: -1.704 -0.967 1.336  0.5221
Cl: -1.986 -0.297 -1.397  0.5169
Cl: -0.714 -2.704 -0.730  0.5588
H: 1.521 1.447 1.001  0.0378
H: -0.078 0.858 1.150  0.0170
H: 0.469 2.015 -0.274  0.1521

Here is C4H6N2 in the gas phase from the OMol25 dataset. Energies are from wB97M-V/def2-TZVPD.

Computed properties:
HOMO: -0.29768 Eh
energy: -265.50681 hartree
SMILES: [H]/N=C1\CC=CN1
LUMO: 1.01 eV
net charge: 0
gap between HOMO and LUMO: 9.1 eV

Last column: Löwdin charge in e.
CARTESIAN COORDINATES (ANGSTROEM)
H: -0.940 2.529 0.062  0.0390
N: -0.087 2.179 0.498  0.1014
C: 0.028 0.939 0.222  -0.4495
C: -0.933 -0.025 -0.448  -0.1192
C: -0.136 -1.293 -0.604  -0.0979
C: 0.966 -1.157 0.140  -0.1259
N: 1.051 0.128 0.689  0.0564
H: -1.652 -0.128 0.384  0.1322
H: -1.492 0.340 -1.314  0.1161
H: -0.409 -2.154 -1.198  0.0927
H: 1.731 -1.888 0.375  0.1135
H: 1.822 0.493 1.225  0.1414

Question: Which of these has the lowest net charge?
Answer: C21H17BCl4NO5

Question: Which of these has the lowest energy?
Answer: C50H41N9O3S3Ti

Question: net charge of number 5 (C4H6N2)?
Answer: 0